*one*
A molecular structure, C32H36BN3O2SY, computed with wB97M-V/def2-TZVPD.

Last column: Mulliken charge in e.
Cartesian coordinates (Å):
Y: 0.50286 0.52952 0.43441  -0.8223
C: -0.25926 -1.97416 2.57506  -0.5760
C: -0.14192 -0.85510 3.39741  -0.5906
C: 1.11591 -0.43883 3.81987  -0.4053
C: 2.25449 -1.10159 3.37475  -0.4754
C: 2.13710 -2.19567 2.52660  -0.3711
C: 0.88022 -2.64508 2.14474  -0.1416
H: -1.23813 -2.34917 2.31474  0.6034
H: -1.02898 -0.35615 3.76824  0.3837
H: 1.20019 0.38507 4.51612  0.4364
H: 3.23464 -0.78237 3.70589  0.5517
H: 3.02797 -2.70640 2.18510  0.4096
H: 0.78084 -3.52630 1.52401  0.3089
C: -0.86907 1.14878 -4.19948  -0.8579
C: 0.00430 1.12650 -3.10451  -0.4768
N: -0.36042 1.44250 -1.88042  -0.4019
C: -1.64867 1.83338 -1.66011  1.0226
C: -2.61486 1.83355 -2.69281  1.2991
C: -2.17880 1.48078 -3.98735  -0.6877
C: -3.95216 2.17790 -2.39880  -1.0742
C: -4.29187 2.51831 -1.12039  -1.3334
C: -3.32772 2.56714 -0.09897  0.4414
C: -2.00306 2.25563 -0.33633  -1.3146
N: -0.97961 2.25684 0.60014  0.2838
C: -0.81097 3.27130 1.51020  0.3482
C: -1.59081 4.41903 1.60333  -0.9235
C: -1.35609 5.40746 2.56588  -1.0867
C: -0.31362 5.31403 3.44547  -0.9858
C: 0.58220 4.23576 3.32098  0.9404
C: 1.76485 4.16049 4.08536  -0.5719
C: 2.68198 3.17686 3.83617  -1.0438
C: 2.39726 2.23672 2.84409  -0.2216
N: 1.27322 2.22607 2.15156  -0.1515
C: 0.35401 3.21704 2.35618  0.2783
H: -0.50404 0.88751 -5.18257  0.4474
H: 1.04093 0.83783 -3.23505  0.6963
H: -2.89374 1.48057 -4.80123  0.4722
H: -4.68862 2.16797 -3.19207  0.4364
H: -5.31782 2.76940 -0.88278  0.4049
H: -3.63697 2.83560 0.90254  0.8664
H: -2.39909 4.56164 0.90361  0.6472
H: -2.01545 6.26524 2.60178  0.3897
H: -0.13607 6.07554 4.19304  0.4030
H: 1.94348 4.91275 4.84393  0.4564
H: 3.61663 3.12271 4.37626  0.4354
H: 3.11388 1.45545 2.61991  0.6747
C: -2.44304 -2.60805 -0.37004  -0.6579
S: -2.40238 -0.87429 0.14613  0.6625
C: -4.08944 -0.69636 0.78130  -1.3208
H: -3.17188 -2.73122 -1.16823  0.4683
H: -2.69743 -3.24923 0.47308  0.4320
H: -1.44414 -2.83563 -0.73451  -0.3333
H: -4.28972 -1.47081 1.51868  0.4364
H: -4.79237 -0.76276 -0.04570  0.3562
H: -4.15934 0.28506 1.24286  0.3135
C: 0.92355 -4.35017 -2.12213  -1.9798
C: 1.35947 -2.90176 -2.28676  1.6080
C: 0.97023 -2.42053 -3.68236  -1.9127
O: 0.62621 -2.08679 -1.33566  1.1241
B: 1.47144 -1.16552 -0.72642  0.8732
O: 2.77039 -1.40409 -1.11712  -0.7015
C: 2.85468 -2.61693 -1.90870  1.8651
C: 3.47152 -3.68534 -1.00997  -1.8522
C: 3.77157 -2.35506 -3.09334  -1.8314
H: -0.11730 -4.44926 -2.43253  0.4318
H: 1.00442 -4.67843 -1.08707  0.3025
H: 1.53061 -5.00513 -2.74784  0.4438
H: -0.11183 -2.50197 -3.79136  0.4443
H: 1.44840 -3.02726 -4.45113  0.4312
H: 1.24409 -1.37695 -3.82826  0.1451
H: 2.85485 -3.84920 -0.12520  0.1278
H: 4.45309 -3.34380 -0.68257  0.5096
H: 3.59040 -4.62826 -1.54308  0.3702
H: 3.45654 -1.47550 -3.65160  0.3199
H: 3.78414 -3.21512 -3.76415  0.3573
H: 4.78415 -2.18174 -2.73081  0.4431

Charge: +1
Gap between HOMO and LUMO: 0.252 Eh
E_HOMO: -9.631 eV

*two*
A molecular structure, C32H36BN3O2SY, computed with wB97M-V/def2-TZVPD.

Last column: Mulliken charge in e.
Cartesian coordinates (Å):
Y: -1.06501 -0.53630 0.15277  -0.4413
C: -3.24942 -2.19536 1.82426  -0.4937
C: -2.22798 -3.12740 1.63381  -0.6535
C: -1.11026 -3.10645 2.46341  -0.0608
C: -0.99972 -2.14870 3.46195  -0.2728
C: -1.99969 -1.20154 3.63128  -0.4283
C: -3.13256 -1.23502 2.82516  -0.4959
H: -4.15270 -2.26582 1.23106  0.4590
H: -2.33821 -3.90294 0.88530  0.4172
H: -0.33480 -3.85099 2.34403  0.3854
H: -0.14162 -2.15125 4.11884  0.3569
H: -1.91530 -0.45450 4.40934  0.4422
H: -3.94458 -0.54671 3.02379  0.4397
C: 2.32750 -3.44524 -1.86009  -0.8618
C: 1.07010 -3.16080 -1.30660  -0.3082
N: 0.44183 -2.01819 -1.47788  -0.5559
C: 1.04183 -1.05511 -2.23794  0.5910
C: 2.32384 -1.23610 -2.80959  1.1679
C: 2.95219 -2.48484 -2.60719  -0.6283
C: 2.92504 -0.18933 -3.53723  -1.0482
C: 2.25974 0.99637 -3.68134  -1.0764
C: 0.96790 1.17346 -3.16480  0.1953
C: 0.32297 0.16596 -2.47022  -0.1472
N: -0.94883 0.22991 -1.93159  0.5658
C: -2.01042 0.84421 -2.54847  0.1492
C: -2.02525 1.25505 -3.87510  -0.7566
C: -3.14861 1.85353 -4.45553  -0.9969
C: -4.29938 2.04027 -3.74095  -0.9561
C: -4.37913 1.55019 -2.42365  0.7926
C: -5.57702 1.58461 -1.67996  -0.6357
C: -5.62157 1.02798 -0.43303  -1.0938
C: -4.45811 0.44955 0.08404  0.2235
N: -3.31034 0.40254 -0.56418  0.1025
C: -3.24378 0.94624 -1.81662  0.1178
H: 2.78479 -4.40904 -1.68730  0.4438
H: 0.56112 -3.90464 -0.70394  0.4426
H: 3.92682 -2.65644 -3.04724  0.4513
H: 3.90810 -0.33834 -3.96444  0.4397
H: 2.72769 1.81844 -4.20740  0.4117
H: 0.46497 2.11962 -3.31115  0.6886
H: -1.15127 1.08051 -4.48474  0.6253
H: -3.09796 2.16729 -5.48997  0.3937
H: -5.16262 2.52105 -4.18193  0.4106
H: -6.46101 2.03585 -2.11325  0.4465
H: -6.53064 1.00956 0.15099  0.4525
H: -4.47399 0.00765 1.07108  0.0815
C: 0.45974 3.36511 -0.15094  -0.6475
S: -0.84554 2.68586 0.89997  0.2427
C: -1.88453 4.16216 1.08094  -1.0961
H: 0.99927 4.13476 0.39691  0.5031
H: 0.01933 3.78401 -1.05426  0.3951
H: 1.12816 2.54325 -0.39828  -0.2063
H: -2.14779 4.55024 0.09919  0.3062
H: -1.34248 4.91045 1.65391  0.3632
H: -2.78422 3.86875 1.61653  0.3649
C: 4.01676 0.03943 0.41310  -1.8685
C: 3.08698 0.20536 1.61221  1.6362
C: 3.56792 1.35579 2.48478  -2.0776
O: 1.78732 0.55733 1.07479  0.5970
B: 0.87935 -0.46390 1.26442  0.9270
O: 1.47885 -1.50545 1.94270  -0.5067
C: 2.80710 -1.13118 2.38877  1.8090
C: 3.75915 -2.27199 2.06215  -1.9050
C: 2.71375 -0.95710 3.90384  -2.0951
H: 4.07984 0.99137 -0.11468  0.5281
H: 3.62036 -0.70384 -0.27926  0.0347
H: 5.02021 -0.25137 0.72365  0.3972
H: 3.77485 2.22138 1.85572  0.4391
H: 4.48474 1.08226 3.00770  0.3749
H: 2.80757 1.63949 3.21020  0.3437
H: 3.73738 -2.51303 1.00065  0.2824
H: 3.45756 -3.15957 2.61856  0.4428
H: 4.77728 -2.01180 2.35370  0.3950
H: 1.93906 -0.23246 4.15562  0.3436
H: 3.66262 -0.63757 4.33253  0.4408
H: 2.44475 -1.91651 4.34714  0.4538

Charge: +1
Gap between HOMO and LUMO: 0.258 Eh
E_HOMO: -9.602 eV

The relative energies come out as *one* 27.6; *two* 0.0, with values in kJ/mol.

*one*
A molecular structure, C7H16O2, computed with wB97M-V/def2-TZVPD.

Last column: Mulliken charge in e.
Cartesian coordinates (Å):
C: -2.20231 -0.08616 0.08279  1.9535
C: -2.11989 0.62918 1.46150  -1.4749
C: -3.10971 -1.17978 0.07444  -1.7253
C: -0.82061 -0.14880 -0.56865  -1.1799
C: -2.65299 1.03414 -0.98013  -1.5080
C: 5.05545 0.00589 0.11353  0.6053
C: 3.78512 -0.86713 0.14742  -0.7709
H: -3.00139 1.04008 1.95013  0.3733
H: -1.66687 0.11412 2.29400  0.3517
H: -1.52313 1.57763 1.19408  0.2997
H: -3.06183 -1.74700 -0.81200  0.4236
H: -2.73861 -1.91584 0.90716  0.3374
H: -4.13482 -0.89205 0.27983  0.3956
H: -0.73194 0.09380 -1.91508  0.2287
H: -0.26921 -1.38284 -0.38917  0.1965
H: -0.13155 0.73699 0.01248  0.2849
H: -1.62555 1.80148 -1.32499  0.2857
H: -2.69238 0.54355 -2.01332  0.3829
H: -3.63706 1.45195 -0.78944  0.3766
H: 5.74111 1.59443 0.08444  0.3353
H: 4.17509 -1.88164 0.04836  0.3083
H: 3.19196 -0.63901 1.03059  0.2929
H: 3.19505 -0.71130 -0.84686  0.2018
O: 6.16425 -0.50099 -0.17378  -0.5689
O: 4.81178 1.32929 0.13266  -0.4057

Gap between HOMO and LUMO: 0.393 Eh
E_HOMO: -10.105 eV

*two*
3 unconnected molecules or ions with the total composition C7H16O2, computed with wB97M-V/def2-TZVPD.

Last column: Mulliken charge in e.
Cartesian coordinates (Å):
C: -1.11422 -0.17575 -0.69857  1.1050
C: 0.79086 0.24078 0.76615  1.9070
C: 1.13577 -0.41976 -0.38488  -1.1004
C: -1.10040 0.77674 -1.85880  -1.6203
C: -1.40450 -1.61842 -1.02220  -1.6204
C: 0.40936 -0.51021 1.99855  -1.6198
C: 0.78262 1.72823 0.85532  -1.4811
O: -1.98101 0.33859 0.27045  -0.5283
O: 2.97874 -0.36090 0.65017  -0.8273
H: -2.12998 -0.32502 0.95405  0.3866
H: 3.50168 0.36520 0.28347  0.1912
H: 1.44557 0.12143 -1.26410  0.3384
H: 1.16311 -1.49580 -0.41879  0.4075
H: -2.11653 0.88253 -2.25983  0.4539
H: -0.76654 1.76770 -1.54889  0.3044
H: -0.45115 0.41947 -2.65703  0.3587
H: -0.75688 -1.98697 -1.81696  0.3816
H: -1.26448 -2.26347 -0.14978  0.3411
H: -2.44770 -1.72152 -1.35039  0.4440
H: -0.43376 -0.03236 2.50579  0.3783
H: 1.22544 2.19656 -0.02218  0.3286
H: 1.26742 -0.49188 2.67112  0.4150
H: 0.17641 -1.55430 1.78904  0.3315
H: 1.33990 2.04366 1.73826  0.3868
H: -0.24976 2.07547 0.97005  0.3378

Gap between HOMO and LUMO (spin up / spin down): 0.262 / 0.267 Eh
E_HOMO (spin up / spin down): -6.774 / -6.890 eV

The relative energies come out as *one* 0.0; *two* 39.7, with values in kJ/mol.

*one*
C7H16O2 in the gas phase, computed with wB97M-V/def2-TZVPD.

Last column: Mulliken charge in e.
Cartesian coordinates (Å):
C: 2.56856 -0.00158 0.46944  -1.5680
C: 1.30652 0.60417 -0.13090  0.5570
C: 1.44462 0.70529 -1.64383  -1.5231
C: -0.07928 -0.43194 0.25276  1.1621
C: 0.04182 -1.01836 1.64667  -1.8416
O: -0.24399 -1.45972 -0.65084  -0.6261
C: -1.09757 0.64522 0.14620  -0.9620
C: -2.65781 -0.15227 0.16887  -0.6012
O: -3.21074 0.09610 -1.12624  -0.5395
H: 2.59449 0.11789 1.55077  0.3211
H: 3.45596 0.50359 0.08299  0.4708
H: 2.63591 -1.05959 0.21934  0.3221
H: 1.17582 1.60796 0.28297  0.2827
H: 0.55780 1.12842 -2.11341  0.3679
H: 2.29320 1.33977 -1.90598  0.4377
H: 1.63912 -0.27554 -2.07795  0.3292
H: -0.89495 -1.50042 1.91667  0.4378
H: 0.25823 -0.24501 2.37809  0.3062
H: 0.82482 -1.77152 1.65798  0.4178
H: -0.72170 -1.12228 -1.43817  0.4275
H: -1.05944 1.37329 0.95136  0.5049
H: -1.12947 1.12882 -0.82607  0.3443
H: -3.23023 0.20278 1.03168  0.3494
H: -2.63461 -1.24345 0.23483  0.3091
H: -3.83708 0.82839 -1.07724  0.3140

Gap between HOMO and LUMO: 0.349 Eh
E_HOMO: -8.728 eV

*two*
3 unconnected molecules or ions with the total composition C7H16O2, computed with wB97M-V/def2-TZVPD.

Last column: Mulliken charge in e.
Cartesian coordinates (Å):
C: 1.22142 2.60293 -1.33050  -1.1141
C: 0.78518 2.19590 -0.13206  0.9089
C: -0.58966 2.48037 0.37550  -1.2332
C: 1.65947 1.25303 0.68180  -0.9848
C: 0.99110 -0.06348 0.79606  -0.3010
C: 0.40902 -0.64250 1.85578  0.0018
C: -0.46002 -1.82209 1.66116  -0.9558
H: 0.65061 3.24174 -1.99570  0.3093
H: 2.25726 2.44837 -1.61223  0.2709
H: -0.50635 2.47051 1.46608  0.3216
H: -0.91624 3.48151 0.08025  0.4235
H: -1.39271 1.85002 -0.00691  0.2562
H: 1.91270 1.79218 1.60737  0.3631
H: 2.63350 1.19364 0.18648  0.3470
H: 0.91941 -0.56836 -0.16409  0.2417
H: 0.50367 -0.08542 2.78013  0.3567
H: -0.24787 -2.59474 2.41711  0.3601
H: -0.42373 -2.37629 0.73091  0.1680
H: -1.48314 -1.50267 1.89209  0.2769
O: -2.77246 -2.36253 -0.77551  -0.6357
H: -2.58575 -3.05492 -0.11552  0.3179
H: -2.01843 -2.47204 -1.39293  0.3359
O: -0.18895 -2.13557 -2.27534  -0.6524
H: 0.01341 -1.28293 -2.70746  0.3141
H: 0.31085 -2.77868 -2.76758  0.3033

Gap between HOMO and LUMO: 0.346 Eh
E_HOMO: -8.958 eV

The relative energies come out as *one* 0.0; *two* 5.1, with values in kJ/mol.

*one*
2 unconnected molecules or ions with the total composition C5H11IN3, computed with wB97M-V/def2-TZVPD.

Last column: Mulliken charge in e.
Cartesian coordinates (Å):
C: -1.03673 1.36533 0.33869  0.1468
C: -2.37491 -0.52959 0.10479  -0.2313
C: 2.53707 0.10036 -0.44186  -1.3076
C: 0.25366 1.06979 -0.33371  -0.4542
C: 1.22167 0.11335 0.29492  0.0714
N: -1.54615 2.41802 0.69633  -0.3717
N: -1.87520 -1.70873 0.31461  -0.3109
N: 0.67297 -1.26262 0.02075  -0.6080
I: -4.38218 -0.10442 -0.07970  0.2190
H: 2.97131 -0.88282 -0.33341  0.3959
H: 3.27867 0.86280 -0.12519  0.3505
H: 2.31038 0.22774 -1.49355  0.3658
H: 0.73575 2.14444 -0.33199  0.3564
H: -0.00858 0.79361 -1.45534  0.3244
H: 1.16954 0.31264 1.37816  0.3962
H: -2.50798 2.52700 1.05838  0.3237
H: -2.49858 -2.51097 0.53604  0.2218
H: 1.13062 -2.03410 0.43502  0.2908
H: 0.63825 -1.30583 -1.00071  0.3485
H: -0.68957 -1.59599 0.41775  0.4724

Charge: +1
Gap between HOMO and LUMO (spin up / spin down): 0.317 / 0.317 Eh
E_HOMO (spin up / spin down): -12.773 / -12.773 eV

*two*
2 unconnected molecules or ions with the total composition C5H11IN3, computed with wB97M-V/def2-TZVPD.

Last column: Mulliken charge in e.
Cartesian coordinates (Å):
C: -0.37851 0.46068 -1.22009  0.5221
C: -0.76163 0.91015 0.05873  0.6128
C: 0.95252 0.61560 -1.85614  -1.0824
C: 1.29135 -0.05096 1.48296  -0.8724
C: -0.12785 -0.57378 1.33758  -0.0630
N: -1.26983 -0.42689 -1.84516  -0.4499
N: -1.29009 1.84466 0.61451  -0.7863
N: -0.33654 -1.84124 0.95907  -0.3064
I: -1.67271 2.57362 2.42648  0.2705
H: 0.97894 1.60140 -2.36883  0.3073
H: 1.81334 0.56024 -1.21272  0.3035
H: 0.92178 -0.20845 -2.59780  0.3512
H: 1.88043 -0.56177 2.21810  0.3897
H: 1.80040 -0.13186 0.57720  0.2316
H: 1.21159 1.07027 1.84274  0.2228
H: -0.83913 -0.18601 2.08956  0.3647
H: -1.08124 -0.60849 -2.84321  0.2672
H: -1.14915 -2.28135 1.37467  0.2389
H: 0.30394 -2.39572 0.47741  0.2008
H: -2.24761 -0.37008 -1.51508  0.2771

Charge: +1
Gap between HOMO and LUMO: 0.263 Eh
E_HOMO: -11.373 eV

The relative energies come out as *one* 19.1; *two* 0.0, with values in kJ/mol.